The following is a quantum chemistry calculation of the molecule C3H4N2OS in a non-equilibrium geometry, from the OMol25 dataset.

The value obtained for the energy is -19034.8073 eV. The HOMO energy (spin up / spin down) comes out at -8.82 / -8.82 eV. As for the HOMO-LUMO gap (spin up / spin down): 6.18 / 6.18 eV. As for the spin multiplicity: 1. The energy relative to the best compared isomer or geometry (same formula, charge and spin) is 409.2 kJ/mol.

XYZ file:
```
11
C3H4N2OS ωB97M-V/def2-TZVPD
C 0.9452 0.3560 0.0182
C 0.2572 1.4286 -0.4404
C 0.5144 -0.9932 0.3303
N -1.0474 1.6521 -0.5761
N -0.7807 -1.2578 0.4336
O -2.0022 0.8144 -0.4619
S 1.6952 -2.0953 0.8362
H 1.9882 0.4974 0.2101
H 0.8711 2.2804 -0.6588
H -1.4385 -0.4632 0.0485
H -1.0024 -2.2194 0.2601
```